A cluster of 2 separate species, C7H16O in total in a non-equilibrium geometry. Source: OMol25; level of theory: the ωB97M-V functional and the def2-TZVPD basis.

## Properties
- LUMO (eV) = 0.83
- calculated total energy (Eh) = -351.479813
- molar mass (g/mol) = 116.20
- frontier orbital gap (eV) = 9.339
- energy above the lowest of the compared OMol25 structures with the same formula, charge and spin (kcal/mol) = 46.5
- SMILES = CCC(C)=C(C)C.O
- largest force on an atom (eV/A) = 3.5

Last columns: bonded neighbours and bond lengths (Å).
Atoms and positions in Å:
1 O -1.730 -0.771 1.970  H15 0.984, H16 0.984
2 C 1.442 -0.143 1.319  C6 1.552, H14 1.103, H17 1.103, H20 1.103
3 C -0.919 -2.121 -0.159  C5 1.559, H18 1.103, H19 1.103, H24 1.103
4 C 0.308 1.090 -0.564  C6 1.392, C7 1.505, C8 1.517
5 C 0.441 -1.520 -0.629  C3 1.559, C6 1.524, H10 1.107, H23 1.107
6 C 0.738 -0.135 -0.063  C2 1.552, C4 1.392, C5 1.524
7 C -0.624 1.194 -1.741  C4 1.505, H9 1.103, H11 1.103, H13 1.103
8 C 0.619 2.478 -0.038  C4 1.517, H12 1.103, H21 1.103, H22 1.103
9 H 0.070 1.362 -2.582  C7 1.103
10 H 1.283 -2.153 -0.291  C5 1.107
11 H -1.134 0.228 -1.894  C7 1.103
12 H 1.467 2.470 0.668  C8 1.103
13 H -1.381 1.996 -1.744  C7 1.103
14 H 2.282 -0.837 1.149  C2 1.103
15 H -0.843 -1.056 1.652  O1 0.984
16 H -1.956 0.006 1.411  O1 0.984
17 H 0.778 -0.575 2.087  C2 1.103
18 H -0.869 -3.191 -0.419  C3 1.103
19 H -1.776 -1.670 -0.688  C3 1.103
20 H 1.845 0.811 1.699  C2 1.103
21 H 0.836 3.202 -0.841  C8 1.103
22 H -0.284 2.811 0.501  C8 1.103
23 H 0.495 -1.447 -1.732  C5 1.107
24 H -1.089 -2.030 0.927  C3 1.103

---

A cluster of 2 separate species, C2H5NO3 in total in a non-equilibrium geometry. Source: OMol25; level of theory: the ωB97M-V functional and the def2-TZVPD basis.

## Properties
- LUMO (eV) = 0.66
- calculated total energy (Eh) = -359.666995
- molar mass (g/mol) = 91.07
- frontier orbital gap (eV) = 10.974
- energy above the lowest of the compared OMol25 structures with the same formula, charge and spin (kcal/mol) = 26.6
- SMILES = O=CNC=O.O
- largest force on an atom (eV/A) = 1.7

Last columns: bonded neighbours and bond lengths (Å).
Atoms and positions in Å:
1 O -0.663 1.608 -0.523  C5 1.194
2 O -0.412 -0.349 2.528  H7 0.967, H9 0.964
3 O -1.199 -1.418 -1.038  C6 1.181
4 N 0.708 -0.119 -1.171  C5 1.398, C6 1.436, H10 1.003
5 C 0.200 1.182 -1.231  O1 1.194, N4 1.398, H11 1.103
6 C -0.142 -1.126 -0.600  O3 1.181, N4 1.436, H8 1.090
7 H 0.176 0.412 2.417  O2 0.967
8 H 0.254 -1.595 0.301  C6 1.090
9 H -0.981 -0.084 3.260  O2 0.964
10 H 1.324 -0.277 -1.946  N4 1.003
11 H 0.734 1.766 -1.998  C5 1.103